# C28H26Cl2N7OTa

C28H26Cl2N7OTa as an isolated structure (wB97M-V/def2-TZVPD, OMol25).

charge: +4
gap between HOMO and LUMO: 5.03 eV
E_LUMO: -13.568 eV
energy above the lowest of the compared OMol25 structures with the same formula, charge and spin: 0.0 kcal/mol
HOMO level: -18.59 eV

Each line ends with the natural charge from an NBO analysis.
Element x y z (Å)
C: 0.04 2.38 2.73  -0.28
C: -2.24 -4.05 0.12  -0.26
H: 0.87 -1.37 -5.49  0.28
C: 0.90 2.77 3.75  -0.16
C: -2.23 0.89 1.35  0.15
H: 4.53 4.95 -1.75  0.48
H: 4.20 2.66 -1.14  0.25
H: -2.81 -2.06 -0.44  0.22
Cl: 4.12 -2.25 0.94  0.12
Cl: 1.09 -6.63 1.69  0.16
H: 3.33 -4.94 1.58  0.29
H: -1.43 -0.78 -6.30  0.28
C: -4.28 1.27 2.51  -0.06
C: -1.16 -0.66 -5.25  -0.04
C: -1.21 -4.86 0.54  -0.01
H: -3.24 -4.44 -0.02  0.28
H: 2.42 -0.19 4.36  0.25
H: 2.47 0.87 -0.50  0.43
C: -2.11 -0.21 -4.34  -0.17
C: -4.38 0.89 0.14  -0.16
C: 0.08 -4.32 0.71  -0.05
C: 1.50 -2.37 0.44  0.22
C: 0.25 -2.98 0.38  0.12
H: 3.92 4.14 -3.05  0.46
H: 2.24 2.08 -2.59  0.23
C: -2.89 1.14 2.53  -0.23
N: 1.70 1.53 -0.63  -0.86
H: 1.57 1.96 0.29  0.43
C: 2.46 -4.39 1.24  -0.22
H: -4.80 1.44 3.45  0.27
H: 2.41 2.16 5.14  0.26
H: -0.65 3.09 2.29  0.24
C: -2.99 0.73 0.18  0.11
C: 2.61 -3.04 0.85  -0.02
N: -2.69 0.32 -2.07  -0.08
H: 1.42 -1.07 -3.10  0.23
C: 3.34 3.32 -1.17  -0.24
C: -1.73 -0.09 -3.02  0.29
C: -5.02 1.17 1.33  -0.17
N: 3.70 4.46 -2.10  -0.67
N: -0.47 -0.37 -2.58  -0.64
C: 0.43 -0.83 -3.48  0.09
H: 0.88 3.80 4.10  0.26
C: 1.24 -5.02 1.18  0.00
C: -2.00 -2.70 -0.14  0.12
C: 0.07 1.06 2.29  0.13
N: -0.78 -2.15 -0.03  -0.58
H: -2.35 1.22 3.46  0.26
H: 0.92 -0.90 2.54  0.22
H: -3.12 0.04 -4.62  0.29
C: 1.76 1.85 4.33  -0.16
C: 0.12 -0.99 -4.81  -0.21
H: -6.10 1.28 1.35  0.27
C: 2.07 2.57 -1.62  -0.24
C: 1.78 0.54 3.88  -0.17
Ta: -0.10 -0.09 -0.46  2.47
N: -0.82 0.67 1.20  -0.69
H: 2.95 5.16 -2.17  0.46
C: 0.94 0.14 2.85  -0.25
H: 3.20 3.75 -0.18  0.25
H: -4.92 0.78 -0.79  0.27
H: -1.38 -5.91 0.75  0.28
N: -2.21 0.38 -0.91  -0.29
H: 1.24 3.26 -1.73  0.23
O: 1.41 -1.05 0.04  -0.74